i) 11
Properties=species:S:1:pos:R:3 method="wB97M-V/def2-TZVPD" smiles="COC(C)=O" lumo_ev=0.75 homo_lumo_gap_ha=0.394
C -0.91 0.92 -0.06
C -0.89 -0.63 -0.09
C 1.47 -0.46 0.01
H -0.47 1.37 0.76
H -0.66 1.16 -0.84
H -1.92 1.18 0.18
H 2.29 -1.17 -0.10
H 1.39 0.36 -0.79
H 1.37 -0.20 0.99
O -1.93 -1.33 0.02
O 0.25 -1.21 -0.08

---

ii) 11
Properties=species:S:1:pos:R:3 method="wB97M-V/def2-TZVPD" smiles="O=C[C@@H]1CO1.[H][H]" lumo_ev=0.71 homo_lumo_gap_ha=0.401
O -1.46 0.88 -1.07
C -1.09 0.82 0.07
C -0.50 -0.40 0.71
C 0.94 -0.68 0.72
O 0.05 -1.39 -0.12
H 0.48 0.48 -2.20
H -1.21 1.69 0.76
H -1.09 -0.76 1.56
H 1.19 0.69 -2.31
H 1.35 -1.25 1.56
H 1.64 -0.02 0.22

---

Of them, the most stable is i) and the least stable is ii).